1.
A single C5H11F molecule. Source: OMol25; level of theory: ωB97M-V/def2-TZVPD.

Output
- ΔE to the lowest compared entry with this formula, charge and spin (kJ/mol) = 109.95
- HOMO (eV) = -11.01
- HOMO-LUMO gap (eV) = 11.859
- structure (SMILES) = CC(C)(C)CF
- LUMO (Eh) = 0.03136

Structure (XYZ):
```
17
Properties=species:S:1:pos:R:3:forces:R:3
C -0.113 -0.312 1.479 -1.4 -0.5 -1.9
C 0.047 0.018 -0.032 -1.9 0.4 2.5
C -0.100 1.504 -0.194 -0.1 0.5 0.5
C -1.134 -0.721 -0.642 0.2 -0.7 -0.9
C 1.313 -0.461 -0.570 2.6 -1.8 -3.4
F 2.531 -0.059 0.124 -2.1 -0.3 -1.0
H -1.023 0.059 1.932 -0.3 0.7 -0.3
H -0.293 -1.361 1.478 0.7 -1.1 0.7
H 0.680 0.026 2.019 2.4 0.5 1.7
H 0.718 1.956 0.369 -0.3 0.4 0.1
H 0.041 1.777 -1.217 0.0 0.3 -0.9
H -1.099 1.857 0.143 0.8 -0.2 -0.1
H -1.692 -0.065 -1.261 -0.9 1.0 -0.3
H -0.835 -1.459 -1.432 -0.2 -0.2 1.3
H -1.761 -1.045 0.221 0.2 -0.4 -1.4
H 1.361 -0.101 -1.720 0.4 -0.4 2.5
H 1.362 -1.612 -0.698 0.0 1.8 0.8
```
Positions in Å, forces in eV/Å.

These are the Löwdin partial charges, in e, on atoms 1 to 8:
1. C -0.0456
2. C -0.6483
3. C -0.0598
4. C -0.0480
5. C -0.1573
6. F -0.0849
7. H 0.0887
8. H 0.0733

=====

2.
A molecular structure, C25H65ClF3N25O15SSi. Source: OMol25; level of theory: ωB97M-V/def2-TZVPD.

Output
- HOMO (eV) = -6.92
- HOMO-LUMO gap (eV) = 6.749
- LUMO (Eh) = -0.00617

Structure (XYZ):
```
136
Properties=species:S:1:pos:R:3:forces:R:3
C -1.229 0.242 2.172 0.1 0.4 0.4
Si -1.308 1.890 1.250 -1.0 -0.6 -0.4
C -2.930 1.834 0.267 0.1 0.4 0.1
C -1.493 3.328 2.481 0.6 0.2 -0.3
C -0.141 3.874 3.015 -0.7 0.1 0.0
C 0.435 3.041 4.162 0.1 -0.7 -1.1
F -0.508 2.356 4.830 0.1 0.4 0.3
F 1.236 2.080 3.598 0.1 0.1 0.2
N 1.313 3.735 5.121 -1.8 1.3 -0.8
C 2.480 4.364 4.485 0.9 -0.9 0.6
C 3.765 3.620 4.912 0.5 0.1 -0.3
O 4.818 3.896 4.448 -0.2 0.1 0.0
Cl 3.660 2.294 6.094 -0.3 0.3 -0.2
S 0.540 4.715 6.202 1.5 0.2 4.0
O 1.573 5.356 6.943 0.4 0.6 -1.2
O -0.373 4.030 7.045 -1.0 -0.4 -1.6
F -0.252 5.890 5.496 0.4 -0.8 -0.5
C 0.172 2.201 0.130 -0.5 -0.3 0.7
C 0.039 3.121 -0.914 0.6 -0.5 0.5
C 1.151 3.390 -1.714 -0.5 0.0 0.5
C 2.345 2.741 -1.427 0.8 0.1 -0.5
C 2.489 1.808 -0.406 -0.3 -0.2 0.7
C 1.379 1.539 0.392 -0.3 0.5 -0.5
H -0.210 -0.021 2.479 -0.2 -0.2 -0.1
H -1.712 -0.562 1.610 0.3 0.0 -0.1
H -1.814 0.370 3.096 0.1 0.0 -0.1
H -2.763 1.749 -0.812 0.0 -0.1 0.1
H -3.561 0.997 0.584 0.1 0.1 -0.1
H -3.502 2.757 0.433 0.0 -0.1 -0.1
H -2.204 3.089 3.278 0.1 0.0 0.0
H -1.943 4.160 1.920 0.0 -0.2 0.0
H 0.605 3.854 2.211 -0.1 0.0 0.1
H -0.285 4.931 3.268 0.3 -0.2 0.4
H 2.473 4.303 3.395 -0.3 -0.1 0.1
H 2.626 5.407 4.768 -0.2 -0.1 0.1
H -0.925 3.592 -1.053 0.2 0.1 -0.3
H 1.044 4.119 -2.508 0.2 -0.2 0.0
H 3.220 2.970 -2.034 -0.1 -0.1 0.0
H 3.431 1.303 -0.176 -0.2 0.3 -0.4
H 1.398 0.840 1.223 0.3 0.0 -0.2
C 0.976 -2.512 0.937 1.8 0.7 -1.1
O -0.238 -2.706 0.798 10.5 7.8 -8.6
N 1.621 -2.716 2.116 -0.7 -0.1 0.1
N 1.761 -2.070 -0.081 -0.1 -0.2 0.1
H 2.602 -2.559 2.243 0.0 0.0 -0.1
H 1.075 -3.043 2.892 0.1 -0.1 0.1
H 1.304 -1.906 -0.959 0.1 0.1 0.0
H 2.748 -1.899 -0.004 0.0 0.1 0.0
C -2.201 4.754 -3.528 -0.1 -0.2 -0.2
O -1.152 4.734 -2.894 -0.3 0.4 -0.3
N -2.583 3.725 -4.326 0.4 0.2 0.2
N -3.065 5.816 -3.474 0.1 0.2 0.1
H -3.441 3.709 -4.842 0.0 0.0 0.0
H -1.958 2.937 -4.403 -0.3 -0.1 -0.1
H -2.807 6.588 -2.889 0.0 0.0 0.0
H -3.928 5.854 -3.980 0.0 -0.1 0.0
C -2.542 0.345 -6.136 0.0 0.0 0.0
O -2.106 1.118 -5.293 0.0 0.0 -0.2
N -3.871 0.023 -6.190 -0.1 0.2 0.0
N -1.756 -0.256 -7.062 0.1 0.0 0.1
H -4.270 -0.612 -6.855 0.1 0.0 0.0
H -4.465 0.443 -5.498 0.0 -0.1 0.0
H -0.777 -0.042 -7.037 0.0 -0.1 0.0
H -2.096 -0.891 -7.761 0.0 0.2 -0.1
C 6.671 0.585 -0.888 0.1 0.1 0.0
O 5.474 0.403 -1.031 0.0 -0.1 0.1
N 7.302 0.415 0.312 0.0 -0.1 0.1
N 7.479 0.975 -1.918 0.0 0.0 -0.1
H 8.284 0.561 0.451 0.0 0.0 0.0
H 6.738 0.131 1.091 0.0 0.1 0.0
H 7.046 1.111 -2.812 0.0 0.0 0.0
H 8.464 1.132 -1.824 0.0 0.0 0.0
C -4.174 5.809 4.232 0.0 0.0 0.0
O -4.527 5.195 3.242 0.0 0.0 0.0
N -2.880 5.799 4.679 -0.1 0.0 0.0
N -5.039 6.559 4.981 -0.1 0.0 0.0
H -2.565 6.294 5.490 -0.1 0.0 0.0
H -2.223 5.257 4.152 -0.1 0.0 0.0
H -5.996 6.587 4.681 0.0 0.0 0.0
H -4.769 7.070 5.798 0.0 0.0 0.0
C -0.268 -4.209 -3.769 0.4 -0.3 0.1
O -0.753 -3.395 -4.544 0.9 -0.6 -0.3
N -0.128 -3.962 -2.438 0.9 0.0 -0.1
N 0.171 -5.435 -4.174 0.1 0.0 -0.2
H 0.266 -4.620 -1.786 0.1 -0.1 0.1
H -0.436 -3.069 -2.098 0.7 0.2 0.1
H 0.082 -5.656 -5.148 -0.1 0.0 0.0
H 0.568 -6.112 -3.550 -0.1 0.1 0.1
C -3.457 -2.338 -2.798 0.2 0.2 -0.2
O -4.588 -1.959 -2.517 0.0 0.0 0.0
N -2.719 -3.156 -1.986 -0.4 0.1 0.2
N -2.812 -1.970 -3.943 0.1 0.3 -0.1
H -1.786 -3.460 -2.217 -1.7 -0.2 0.1
H -3.129 -3.463 -1.117 0.0 -0.1 0.1
H -3.283 -1.354 -4.578 -0.2 0.0 0.3
H -1.864 -2.279 -4.182 -0.9 0.2 0.3
C 3.393 -5.657 -0.652 0.3 0.1 0.2
O 2.186 -5.840 -0.760 -0.2 0.0 -0.4
N 4.039 -5.847 0.528 -0.1 0.1 0.2
N 4.171 -5.255 -1.698 -0.1 0.0 -0.1
H 5.024 -5.710 0.651 0.0 0.0 -0.1
H 3.483 -6.155 1.309 0.0 -0.2 -0.1
H 3.715 -5.107 -2.579 0.0 0.0 0.0
H 5.158 -5.101 -1.629 0.0 0.0 0.0
C -1.339 0.560 -10.790 0.0 0.1 0.0
O -1.962 -0.217 -10.087 0.0 -0.2 -0.1
N -1.243 0.409 -12.144 0.0 -0.1 -0.1
N -0.689 1.646 -10.277 0.0 0.0 0.1
H -0.737 1.036 -12.740 0.0 0.0 0.0
H -1.710 -0.379 -12.551 0.0 0.0 0.0
H -0.745 1.786 -9.284 0.0 0.0 0.0
H -0.172 2.300 -10.833 0.0 0.0 0.0
C 1.710 -9.295 0.720 0.0 0.0 -0.1
O 2.038 -8.578 1.652 0.1 0.0 0.0
N 1.320 -10.594 0.900 0.0 -0.1 0.1
N 1.710 -8.859 -0.573 0.2 0.1 0.0
H 1.047 -11.201 0.151 0.0 0.0 0.0
H 1.310 -10.943 1.839 0.0 0.0 0.0
H 1.991 -7.904 -0.725 -0.2 0.1 0.0
H 1.450 -9.429 -1.354 0.0 -0.1 0.1
C -2.702 -3.759 1.913 1.0 0.3 1.5
O -3.183 -4.432 1.006 -0.2 -0.1 -0.3
N -1.400 -3.368 1.918 -8.2 -6.6 5.0
N -3.460 -3.346 2.989 -0.7 -0.1 -0.1
H -0.984 -2.818 2.642 -0.5 0.1 0.2
H -0.769 -3.676 1.066 -3.0 -2.0 2.9
H -4.426 -3.617 3.003 0.0 0.1 0.0
H -3.097 -2.794 3.741 0.1 0.0 0.0
C 0.391 1.097 9.830 0.0 0.0 -0.1
O 1.336 0.546 10.367 0.0 0.0 0.0
N 0.478 1.682 8.601 0.0 -0.2 0.0
N -0.844 1.175 10.419 -0.1 0.0 0.1
H -0.287 2.140 8.143 0.1 0.1 0.0
H 1.368 1.645 8.139 0.0 0.0 0.0
H -0.946 0.755 11.324 0.0 0.0 0.0
H -1.634 1.622 9.996 0.0 0.0 0.0
```
Positions in Å, forces in eV/Å.

These are the Löwdin partial charges, in e, on atoms 1 to 8:
1. C -0.1628
2. Si 0.6155
3. C -0.1508
4. C -0.2200
5. C -0.1343
6. C -0.5493
7. F 0.1242
8. F 0.0902

=====

3.
A molecular structure, C12H13MoNO7Se6. Source: OMol25; level of theory: ωB97M-V/def2-TZVPD.

Output
- ΔE to the lowest compared entry with this formula, charge and spin (kJ/mol) = 329.31
- HOMO (alpha / beta) (eV) = -0.34 / -0.34
- HOMO-LUMO gap (alpha / beta) (eV) = 4.248 / 4.248
- LUMO (alpha / beta) (Eh) = 0.14362 / 0.14366
- total charge = -2

Structure (XYZ):
```
40
Properties=species:S:1:pos:R:3:forces:R:3
Mo -0.201 0.861 0.400 1.7 -2.0 0.3
O -4.384 4.737 -1.647 0.0 -0.1 0.1
C -3.465 3.774 -1.334 0.3 -0.2 -0.1
C -2.142 3.868 -1.766 0.2 -0.5 0.2
C -1.241 2.895 -1.358 -0.5 0.2 0.2
N -1.605 1.877 -0.566 -2.2 1.5 -1.4
C -2.885 1.757 -0.188 -0.1 0.7 -0.2
C -3.853 2.683 -0.559 0.4 -0.2 -0.1
C -3.031 0.625 0.779 -1.8 -0.1 0.2
O -4.105 0.163 1.129 0.8 0.4 -0.3
O -1.860 0.203 1.150 0.1 -0.7 0.5
C 0.236 2.882 -1.593 0.4 1.1 -1.0
O 0.788 3.611 -2.408 -0.5 -0.6 0.6
O 0.814 2.013 -0.826 0.8 -0.2 -0.6
H -3.912 5.505 -1.988 0.0 -0.1 0.0
H -1.776 4.691 -2.363 0.0 0.1 0.0
H -4.859 2.583 -0.191 -0.1 0.0 0.1
O 1.001 -4.490 1.378 0.3 -0.5 0.5
C 0.699 -3.447 0.479 -0.3 0.8 -0.4
C 1.950 -2.678 0.008 0.0 -0.2 -0.1
C 3.085 -3.695 -0.287 0.1 0.4 0.5
O 2.677 -4.813 -1.027 -0.4 -0.5 -0.3
C 2.470 -1.801 1.134 -0.2 0.1 -0.2
Se 1.324 -0.270 1.729 1.3 -1.0 -0.3
C 1.655 -1.884 -1.264 -0.3 0.2 -0.1
Se -0.119 -1.001 -1.382 0.1 0.1 -0.1
H 1.286 -4.091 2.209 -0.1 -0.1 -0.1
H -0.011 -2.740 0.937 0.1 -0.2 -0.3
H 0.201 -3.906 -0.382 0.0 0.1 0.1
H 3.522 -4.024 0.670 0.0 0.1 -0.1
H 3.876 -3.209 -0.865 -0.1 0.1 0.0
H 1.988 -5.242 -0.502 0.1 0.0 0.0
H 3.426 -1.339 0.856 -0.2 0.0 0.1
H 2.644 -2.397 2.039 -0.1 0.4 -0.1
H 1.681 -2.564 -2.120 0.0 0.1 0.1
H 2.408 -1.101 -1.409 -0.1 -0.2 0.0
Se -0.106 3.029 1.665 -0.3 0.7 -0.6
Se -1.917 3.342 2.935 -1.5 0.0 0.6
Se 1.680 3.805 2.725 1.4 0.2 0.6
Se 2.063 -0.213 3.799 0.3 0.2 1.3
```
Positions in Å, forces in eV/Å.

These are the Löwdin partial charges, in e, on atoms 1 to 8:
1. Mo 0.9008
2. O 0.0525
3. C -0.2744
4. C 0.0812
5. C -0.1890
6. N -0.1098
7. C -0.1796
8. C 0.0857